(1)
C38H40N6O6RhS | ωB97M-V/def2-TZVPD

ORCA input file:
```
! RIJCOSX wB97M-V def2-TZVPD def2/J DEFGRID3
* xyz -1 5
Rh -2.23 -1.52 0.62
S 0.65 0.63 0.96
O 3.11 2.10 -2.29
O -9.12 -2.90 -0.06
O -9.62 -1.26 -1.41
O -1.45 -3.33 1.08
O 0.32 -1.34 -0.74
O -0.21 -1.86 3.62
N -3.46 -0.01 -0.29
N -8.79 -1.87 -0.70
N 2.84 1.84 -0.03
N 2.92 -0.63 -0.13
N -4.09 -2.35 0.77
N 0.58 -2.14 1.30
C 2.51 -4.02 2.33
C 4.91 5.90 -1.86
C -3.12 1.30 -0.89
C -6.46 -2.26 0.09
C -5.22 1.32 -2.08
C 1.65 -3.26 3.35
C 5.10 -1.68 -0.56
C -1.25 3.08 -0.66
C -0.25 4.58 -2.38
C -4.38 -3.46 1.51
C -5.69 0.10 -1.45
C -7.03 -0.43 -1.48
C 5.69 -1.71 0.87
C -2.06 1.98 -0.22
C 0.91 -2.00 2.82
C -4.72 -0.45 -0.53
C -6.67 -3.46 0.89
C -0.52 3.83 0.31
C -0.16 -3.43 1.13
C 1.81 -4.98 1.37
C -5.08 -1.72 0.14
C 4.09 4.39 0.34
C 3.26 2.51 -1.15
C 4.42 4.58 -2.02
C -7.43 -1.52 -0.72
C -1.09 3.52 -2.03
C 4.64 5.68 0.51
C -0.30 -0.77 -1.88
C 2.22 0.60 0.07
C 0.43 5.29 -1.38
C 4.19 -0.54 -0.89
C 0.31 4.88 -0.05
C 3.98 3.84 -0.90
C -0.14 -0.93 0.51
C 5.10 6.42 -0.56
C 0.69 -4.41 0.46
C -3.99 1.85 -1.79
C -5.65 -4.07 1.54
H -3.44 -3.74 1.94
H 5.19 6.47 -2.74
H 3.97 -0.61 -1.98
H 5.94 -1.66 -1.24
H 2.32 -2.93 4.19
H -0.99 -1.66 3.09
H 6.39 -2.51 1.05
H 2.73 2.41 0.76
H 1.37 -5.77 1.98
H -1.26 -1.27 -2.02
H -7.88 -0.03 -1.98
H -5.83 -4.97 2.05
H 1.54 -1.13 2.89
H 5.37 7.49 -0.40
H 1.52 -2.22 0.85
H -1.65 3.02 -2.77
H 0.81 5.49 0.70
H -7.66 -3.87 0.99
H 2.33 -1.24 -0.65
H -0.13 4.85 -3.42
H 4.59 0.45 -0.62
H 4.70 6.12 1.52
H 2.60 -5.54 0.76
H -0.29 0.33 -1.82
H -0.56 3.55 1.37
H -5.96 1.76 -2.70
H 3.17 -4.62 2.98
H 0.35 -1.10 -2.71
H -1.80 1.66 0.81
H -3.82 2.86 -1.97
H 6.38 -0.84 0.95
H 3.19 -3.36 1.83
H 3.77 3.85 1.15
H 1.12 -4.02 -0.46
H 4.58 -2.62 -0.80
H 0.80 -3.90 3.75
H 0.13 -5.28 0.12
H 5.00 -1.65 1.71
H 4.20 4.22 -3.02
H 1.10 6.11 -1.61
*
```

For the total energy, the calculation gives -75117.007 eV. The LUMO energy (alpha / beta) is 1.97 / 1.33 eV. For the relative energy (zero: lowest compared OMol25 entry of this formula, charge and spin), the calculation gives 4.630 eV. The HOMO energy (alpha / beta) comes out at -2.06 / -3.51 eV.

***

(2)
C38H41AsClLiN3OS2Si2 | ωB97M-V/def2-TZVPD

ORCA input file:
```
! RIJCOSX wB97M-V def2-TZVPD def2/J DEFGRID3
* xyz -2 2
As 1.45 -1.17 3.21
Cl -5.23 1.97 -1.29
S -0.17 3.95 1.91
S 1.49 -1.39 -8.67
Si 1.26 -3.13 4.42
Si 3.83 -0.88 3.10
O -1.25 -1.62 -0.62
N -1.43 -2.71 0.09
N -0.25 1.52 -1.86
N 0.10 -0.29 -3.85
C 0.28 -1.23 -4.80
C -0.51 -3.22 5.10
C -7.97 3.43 1.32
C 0.74 -3.30 -6.97
C -5.79 4.21 2.07
C -0.66 -4.80 0.83
C 4.10 -0.67 1.21
C -5.12 3.49 0.99
C -2.57 -2.79 0.81
C -1.79 -4.95 1.61
C 1.78 -4.67 3.47
C 4.39 0.73 3.97
C 0.68 0.92 -4.00
C -6.04 2.73 0.06
C 1.76 0.23 -6.06
C 5.01 -2.22 3.81
C 1.88 3.50 -4.24
C -0.28 2.35 -0.80
C 0.76 4.16 -2.08
C 1.16 -1.94 -7.04
C -3.74 3.46 1.01
C 2.15 2.53 -5.18
C 0.44 1.88 -3.01
C -7.41 2.64 0.31
C -7.15 4.16 2.19
C 0.41 6.51 1.53
C 0.15 4.55 0.27
C 1.57 1.24 -5.05
C 0.46 5.92 0.25
C 2.32 -3.07 6.01
C 0.18 3.69 -0.88
C 1.00 3.20 -3.15
C 0.09 5.58 2.50
C 1.03 -2.92 -9.28
C 1.07 -1.03 -5.92
C 0.64 -3.83 -8.27
C -0.45 -3.67 0.06
C -2.80 -3.96 1.50
Li -0.52 -0.57 -1.94
H 0.12 -5.59 0.83
H 4.57 -3.26 4.04
H -8.06 2.00 -0.24
H 0.89 5.18 -2.35
H 0.26 -4.80 -8.35
H 2.02 -3.91 6.65
H 0.47 -3.75 -6.02
H -1.77 -5.80 2.26
H -0.33 -2.09 -4.64
H 0.83 6.32 -0.71
H 2.39 -2.14 6.59
H -1.30 -3.53 4.34
H 0.47 -3.42 -0.50
H -3.27 -1.95 0.79
H 3.79 1.64 3.91
H 5.71 -2.57 3.02
H 1.11 -3.09 -10.37
H 2.37 4.50 -4.16
H -3.26 4.06 1.80
H 0.71 7.54 1.77
H 3.57 -1.55 0.79
H 3.62 0.22 0.79
H -0.62 -3.97 5.90
H 5.15 -0.63 0.95
H 5.42 0.96 3.74
H 1.68 -4.55 2.37
H 4.38 0.47 5.05
H -3.08 3.15 0.25
H 5.51 -1.87 4.74
H 3.37 -3.33 5.77
H -0.07 5.84 3.54
H -9.00 3.65 1.27
H -0.63 1.86 0.14
H -0.86 -2.21 5.40
H 2.72 2.77 -6.08
H -5.11 4.70 2.74
H 2.47 0.44 -6.88
H 2.84 -4.87 3.56
H -7.62 4.77 2.94
H -3.77 -4.14 1.95
H 1.22 -5.61 3.76
*
```

For the total energy, the calculation gives -157579.744 eV. The LUMO energy (alpha / beta) is 3.36 / 3.36 eV. For the relative energy (zero: lowest compared OMol25 entry of this formula, charge and spin), the calculation gives 2.220 eV. The HOMO energy (alpha / beta) comes out at -0.25 / -0.25 eV.

***

(3)
C38H41BN14OSSeYb | ωB97M-V/def2-TZVPD

ORCA input file:
```
! RIJCOSX wB97M-V def2-TZVPD def2/J DEFGRID3
* xyz 1 2
Yb -0.13 -0.33 -0.47
Se 6.53 -4.12 -3.02
S 2.21 1.34 -0.29
O 2.52 4.68 -2.59
N -1.26 -3.22 -1.79
N -0.13 1.26 1.42
N 0.39 2.53 1.34
N 1.75 3.89 0.15
N 1.29 -0.88 -2.40
N -3.00 -1.41 -1.75
N 5.22 -3.27 -3.87
N -0.58 1.91 -1.82
N -1.35 -1.16 1.62
N -2.49 -0.42 -0.98
N 1.54 5.04 -4.59
N -0.42 -2.76 -0.82
N 1.92 -1.54 0.18
N 5.87 -3.78 -1.40
C 1.94 6.31 0.29
C 3.40 -2.40 1.83
C -1.67 2.61 -1.47
C 2.87 -1.68 -4.54
C 0.09 -3.84 -0.23
C 3.21 -2.04 -3.24
C -0.48 1.83 3.77
C -0.41 6.20 -5.64
C 1.74 -0.92 -4.75
C -0.82 4.62 -2.41
C 1.55 4.58 -3.33
C -0.63 0.95 2.57
C -2.31 -0.50 3.71
C 4.78 -3.10 -1.58
C 0.98 -0.54 -3.65
C 4.42 -2.81 -2.94
C 2.24 -1.74 1.45
C -2.15 -2.23 1.62
C -3.52 0.08 -0.27
C 2.40 -1.62 -2.19
C -4.70 -0.58 -0.59
C -1.26 -4.55 -1.80
C -1.43 -0.30 2.65
C -4.32 -1.51 -1.54
C 0.41 4.92 -5.51
C 3.92 -2.64 -0.49
C 1.11 5.09 0.66
C 2.75 -1.95 -0.79
C -3.12 -1.63 3.70
C 3.66 4.75 -5.83
C 4.24 -2.87 0.85
C 1.37 2.65 0.46
C -1.83 3.95 -1.75
C -0.40 -5.01 -0.81
C -3.04 -2.51 2.64
C 2.74 5.71 -5.10
C 0.39 2.57 -2.47
C 0.31 3.92 -2.78
B -2.08 -2.24 -2.68
H -3.35 0.85 0.46
H 3.62 -2.54 2.88
H -2.44 2.06 -0.96
H -2.75 -2.88 -3.44
H 0.79 -3.74 0.59
H -4.89 -2.24 -2.09
H -2.73 4.46 -1.42
H -2.07 -2.89 0.77
H 0.17 6.99 -6.12
H -0.73 6.57 -4.67
H 0.47 2.35 3.72
H -1.26 2.59 3.80
H 2.42 6.53 -5.75
H 0.09 0.05 -3.78
H -0.53 1.24 4.69
H 0.99 5.00 1.74
H -3.66 -3.39 2.59
H 2.91 6.28 0.79
H -5.68 -0.40 -0.20
H 2.39 3.98 -0.63
H 2.11 6.35 -0.78
H 1.54 -1.36 2.18
H 3.16 4.29 -6.68
H -0.17 -6.03 -0.55
H 3.26 6.15 -4.25
H 3.50 -2.00 -5.36
H 5.16 -3.39 1.09
H -0.90 5.68 -2.61
H 0.81 4.63 -6.48
H -1.29 6.02 -6.25
H -2.36 0.22 4.51
H 1.44 -0.62 -5.74
H 4.00 3.96 -5.15
H 1.29 2.02 -2.71
H 4.54 5.27 -6.21
H -3.81 -1.80 4.52
H -1.87 -5.09 -2.51
H -1.33 -1.47 -3.23
H -0.22 4.10 -5.18
H 0.10 5.18 0.24
H 1.43 7.22 0.59
*
```

For the total energy, the calculation gives -171369.801 eV. The LUMO energy is -2.95 eV. For the relative energy (zero: lowest compared OMol25 entry of this formula, charge and spin), the calculation gives 0.000 eV. The HOMO energy comes out at -9.84 eV.

***

(4)
C38H41Br8N5O10 | ωB97M-V/def2-TZVPD

ORCA input file:
```
! RIJCOSX wB97M-V def2-TZVPD def2/J DEFGRID3
* xyz 0 1
Br -0.36 -0.54 0.07
Br 2.77 -1.77 1.85
Br 3.23 3.00 -0.34
Br 7.40 0.11 -0.09
Br -0.81 -6.41 0.76
Br 5.71 -4.07 1.13
Br 2.53 -5.65 2.47
Br 2.27 6.40 -1.63
O -3.10 1.34 -6.43
O -5.35 3.10 -2.46
O -5.23 1.00 -6.70
O -4.80 -4.36 6.31
O 1.58 -2.66 -2.73
O 0.97 2.87 8.85
O -5.10 4.07 -4.29
O -0.17 -2.68 -3.81
O 2.07 1.08 8.77
O -5.16 -5.37 4.51
N -4.21 0.97 -5.98
N -4.50 -4.58 5.15
N 0.91 -2.28 -3.62
N 1.27 1.85 8.29
N -4.61 3.63 -3.26
C -3.06 -0.36 -2.67
C 7.00 -2.62 1.03
C -4.28 -0.74 -2.06
C 1.15 0.47 6.17
C -5.51 -0.50 -2.74
C 4.26 4.67 -0.64
C -1.59 -2.08 3.29
C 0.03 2.62 6.19
C -3.39 -3.74 3.15
C 4.01 5.51 -1.94
C 0.81 1.65 6.86
C 0.65 0.19 4.87
C 0.79 -4.72 2.73
C 0.62 -0.44 -5.25
C -3.51 -3.70 4.50
C 6.27 -1.36 0.42
C 2.25 0.01 1.12
C -0.14 1.16 4.21
C -2.54 2.85 -2.00
C -1.14 2.74 -1.82
C -3.10 3.60 -3.09
C 2.33 1.10 -5.80
C 1.52 -0.02 -0.23
C 2.75 -0.63 -4.25
C -0.88 4.09 -3.87
C -2.26 4.22 -3.99
C 0.99 0.71 -5.95
C -0.21 -5.84 2.68
C -0.36 3.39 -2.74
C -2.41 -2.89 2.51
C -5.47 -0.06 -4.01
C -1.82 -1.98 4.65
C -3.02 0.05 -4.01
C -0.48 2.32 4.88
C -4.25 0.35 -4.66
C -2.69 -2.87 5.22
C 1.44 -1.11 -4.39
C 3.15 0.52 -4.87
H 0.71 3.45 -2.63
H 7.78 -3.09 0.43
H -4.31 -0.99 -1.01
H 2.04 -0.74 -0.88
H 3.92 4.87 -2.82
H -3.96 -4.47 2.60
H 5.77 -1.51 -0.53
H 0.83 -4.23 3.71
H -2.35 -3.02 1.44
H 3.49 -1.14 -3.65
H -0.36 3.48 6.70
H 0.34 1.23 -6.63
H 7.32 -2.43 2.06
H -0.60 0.87 3.28
H 0.81 -3.94 1.96
H -0.96 -1.41 2.73
H -3.22 2.52 -1.23
H 1.78 -0.18 6.76
H -2.08 0.39 -4.42
H 0.81 -0.73 4.32
H -0.08 -6.80 3.18
H -2.86 -2.91 6.28
H 3.16 0.61 1.18
H -0.71 2.29 -0.94
H -1.24 2.99 4.49
H -1.14 -5.52 3.16
H -1.24 -1.31 5.28
H 2.76 1.81 -6.49
H -6.50 -0.78 -2.42
H 4.20 0.73 -4.75
H -0.15 4.57 -4.50
H 1.65 0.48 1.90
H 5.27 4.27 -0.54
H -2.70 4.69 -4.86
H 5.40 -1.04 0.99
H -0.42 -0.73 -5.31
H 4.15 5.30 0.25
H 4.71 6.33 -2.05
H 1.30 0.92 -0.74
H -6.34 -0.13 -4.64
H -2.21 -0.32 -2.00
*
```

Its SMILES is O=[N+]([O-])c1ccccc1.O=[N+]([O-])c1ccccc1.O=[N+]([O-])c1ccccc1.O=[N+]([O-])c1ccccc1.O=[N+]([O-])c1ccccc1.BrCCBr.BrCCBr.BrCCBr.BrCCBr. For the total energy, the calculation gives -628319.923 eV. The LUMO energy is -0.97 eV. For the relative energy (zero: lowest compared OMol25 entry of this formula, charge and spin), the calculation gives 3.624 eV. The HOMO energy comes out at -9.87 eV.

***

(5)
C38H41BrN4O5PtS | ωB97M-V/def2-TZVPD

ORCA input file:
```
! RIJCOSX wB97M-V def2-TZVPD def2/J DEFGRID3
* xyz -2 1
Pt -0.56 -0.17 0.37
Br 4.05 2.34 -5.80
S -1.06 -0.87 3.45
O -0.57 0.20 -1.78
O 2.25 2.63 1.92
O -0.76 1.20 -3.75
O 1.09 -4.01 0.17
O 0.33 -1.30 3.71
N -0.32 -2.20 -0.12
N 1.55 -0.64 0.96
N 0.27 1.67 1.20
N -1.54 -0.42 2.13
C 1.58 1.67 1.52
C 0.73 3.85 -1.31
C 3.91 -1.33 2.00
C -0.93 3.70 0.53
C 0.37 -2.83 -2.87
C 1.19 3.04 4.69
C -1.09 2.04 5.02
C -0.87 -3.36 -2.19
C -1.72 3.94 -1.88
C 1.88 -1.91 0.92
C 0.82 -2.81 0.29
C 2.28 0.33 -1.99
C 1.42 0.84 -2.96
C -0.40 2.88 1.53
C 1.96 1.44 -4.10
C -3.87 -2.16 1.18
C 2.27 0.31 1.50
C 3.51 0.01 2.04
C 0.05 -2.21 -4.23
C 0.00 2.38 4.00
C -3.07 -4.41 1.97
C -2.37 -3.52 -0.28
C -2.73 -3.18 1.14
C 4.20 1.03 -3.27
C -1.20 4.42 3.20
C -0.09 0.74 -2.82
C 1.43 -3.92 -3.03
C 3.33 1.52 -4.23
C -1.61 4.86 0.89
C -0.68 3.38 -0.92
C -1.19 -3.03 -0.86
C -3.21 -4.34 -1.03
C 3.66 0.43 -2.14
C -1.74 5.23 2.22
C -0.54 3.24 2.87
C -1.73 -4.19 -2.90
C 3.10 -2.32 1.44
C -2.90 -4.68 -2.34
H 0.95 3.59 -2.34
H -0.73 1.28 5.72
H -4.77 -2.59 0.71
H 4.10 0.79 2.48
H 0.80 4.94 -1.21
H -1.99 1.67 4.54
H 0.88 3.98 5.15
H -1.36 2.93 5.61
H 1.28 1.82 -4.84
H 0.77 -2.04 -2.23
H 1.69 -4.37 -2.07
H -3.18 -4.13 3.03
H 3.37 -3.36 1.41
H -4.02 -4.86 1.66
H 0.95 -1.75 -4.65
H -1.58 3.49 -2.86
H -1.30 4.69 4.24
H -2.73 3.71 -1.55
H -1.86 -2.71 1.59
H -4.11 -1.88 2.20
H 5.27 1.12 -3.41
H -3.61 -1.25 0.64
H 2.34 -3.50 -3.48
H -0.70 2.28 -1.02
H -3.55 -5.33 -2.90
H 1.98 3.25 3.97
H -1.63 5.02 -1.99
H 4.31 0.04 -1.37
H 1.07 -4.71 -3.70
H -2.27 6.14 2.49
H -1.48 -4.45 -3.92
H -4.12 -4.71 -0.58
H -0.72 -1.44 -4.15
H -2.02 5.49 0.12
H 1.85 -0.13 -1.12
H 1.49 3.41 -0.66
H 1.58 2.40 5.47
H 4.87 -1.61 2.41
H -2.30 -5.17 1.90
H 0.34 1.43 3.57
H -0.29 -2.96 -4.94
*
```

For the total energy, the calculation gives -140397.849 eV. The LUMO energy (alpha / beta) is 3.86 / 3.86 eV. For the relative energy (zero: lowest compared OMol25 entry of this formula, charge and spin), the calculation gives 1.770 eV. The HOMO energy (alpha / beta) comes out at -1.37 / -1.37 eV.

***

Q: Look up the relative energy (zero: lowest compared OMol25 entry of this formula, charge and spin) of the fourth one.
A: 3.624 eV

***

Q: What is the total energy in the first record?
A: -75117.007 eV